121
Properties=species:S:1:pos:R:3:forces:R:3 method="wB97M-V/def2-TZVPD" total_energy_ha=-8373.17873 homo_lumo_gap_ev=9.04 homo_ev=-11.2 total_charge=+1 lumo_energy_ev=-2.193 fmax_ev_per_a=2.65
C 3.733 -1.606 -0.145 0.58 0.10 -0.28
C 3.029 -0.276 -0.409 -0.16 -0.46 -0.14
I 3.715 0.631 -2.231 -0.11 0.09 0.11
C 1.512 -0.517 -0.390 0.38 0.17 0.39
C 0.719 0.574 0.223 0.21 -0.19 -0.45
N 1.005 0.945 1.508 0.17 0.29 0.56
C 0.205 1.924 1.894 -0.20 -0.13 -0.27
N -0.622 2.193 0.891 -0.01 0.63 0.00
P -1.891 3.484 1.012 -1.09 0.63 -0.01
N -1.153 4.387 2.229 0.79 -0.56 -0.64
O -1.597 4.334 -0.355 0.22 -0.76 -0.21
C -0.326 1.345 -0.179 0.53 0.11 0.07
C -1.087 1.312 -1.461 -0.70 -0.05 0.36
Cl -0.078 0.998 -2.877 0.35 0.14 -0.10
C -2.214 0.263 -1.417 -0.14 0.35 -0.14
C -3.450 0.681 -0.647 0.07 -0.18 0.28
Cl -1.540 -1.250 -0.775 -0.29 -0.38 -0.19
H 3.022 -2.387 0.096 -0.07 -0.16 0.15
H 4.452 -1.489 0.659 0.08 -0.09 0.25
H 4.309 -1.948 -0.994 0.06 -0.11 -0.21
H 3.330 0.428 0.355 -0.04 0.29 0.11
H 1.119 -0.802 -1.352 -0.03 -0.08 -0.18
H 1.402 -1.361 0.288 -0.43 -0.23 -0.02
H 1.726 0.561 2.097 0.09 -0.21 -0.06
H 0.211 2.422 2.840 0.01 -0.04 0.26
H -1.311 5.384 2.046 -0.36 -0.03 0.59
H -0.140 4.298 2.168 0.06 0.33 0.20
H -0.732 4.186 -0.761 0.17 0.43 -0.01
H -1.534 2.285 -1.619 -0.24 0.12 -0.15
H -2.519 0.107 -2.443 0.14 -0.40 -0.22
H -3.229 1.220 0.266 0.10 0.05 0.24
H -3.991 -0.213 -0.361 -0.19 -0.13 0.02
H -4.104 1.295 -1.257 0.00 0.19 -0.16
C -2.963 -5.192 1.240 0.23 0.18 0.38
C -2.079 -4.770 0.094 -0.33 0.15 -0.30
O -1.141 -5.856 -0.045 0.16 0.00 0.25
S -1.854 -7.230 0.327 -0.32 0.39 0.04
O -2.294 -7.868 -0.865 -0.01 -0.17 -0.12
O -1.045 -7.917 1.263 0.23 -0.20 0.05
O -3.129 -6.612 1.057 0.08 -0.03 -0.26
H -2.473 -5.019 2.200 -0.06 -0.01 0.01
H -3.928 -4.697 1.222 -0.13 -0.22 -0.03
H -1.551 -3.847 0.295 0.20 -0.06 0.07
H -2.637 -4.677 -0.834 -0.03 0.06 -0.09
C -4.195 -6.089 -4.857 0.05 -0.15 -0.33
C -2.949 -6.727 -4.279 -0.19 -0.08 0.38
O -1.928 -5.729 -4.485 0.00 -0.03 -0.25
S -2.561 -4.275 -4.360 -0.24 -0.30 -0.02
O -2.344 -3.780 -3.047 0.05 0.24 0.12
O -2.178 -3.517 -5.493 0.17 0.15 -0.04
O -4.090 -4.704 -4.478 0.09 -0.09 0.17
H -4.214 -6.147 -5.946 0.01 -0.01 0.01
H -5.109 -6.512 -4.453 -0.05 0.17 0.12
H -2.670 -7.647 -4.784 0.18 0.09 -0.11
H -3.041 -6.913 -3.209 -0.01 -0.03 0.02
C -2.672 -2.027 5.082 -0.85 1.32 -0.05
C -3.647 -0.868 5.029 -0.46 -0.35 0.45
O -4.000 -0.772 3.635 0.29 -0.02 -0.09
S -4.005 -2.230 2.986 0.37 0.21 0.21
O -5.325 -2.736 2.953 -0.27 -0.25 -0.14
O -3.205 -2.195 1.811 -1.28 0.30 -0.43
O -3.206 -2.974 4.146 -0.68 -0.23 0.05
H -1.674 -1.737 4.749 -2.04 0.61 0.45
H -2.607 -2.481 6.066 -0.07 -0.17 -0.04
H -3.211 0.069 5.362 0.02 0.08 -0.20
H -4.553 -1.074 5.601 -0.07 0.08 -0.01
C 9.368 -2.992 0.211 0.11 -0.03 0.34
C 8.054 -3.700 0.468 -0.02 -0.21 -0.36
O 7.133 -2.627 0.735 0.17 0.09 0.20
S 7.530 -1.346 -0.134 0.18 -0.35 0.04
O 6.736 -1.318 -1.307 -0.06 0.17 -0.22
O 7.594 -0.228 0.733 -0.15 0.18 0.10
O 8.998 -1.818 -0.531 -0.12 -0.11 -0.08
H 9.847 -2.677 1.139 -0.01 -0.01 0.00
H 10.061 -3.590 -0.373 -0.02 0.12 -0.17
H 8.094 -4.371 1.320 -0.12 0.13 0.12
H 7.705 -4.244 -0.410 0.01 -0.01 0.01
C -1.350 9.159 0.196 -0.36 0.03 0.09
C -0.944 10.256 1.154 0.43 0.04 -0.03
O -0.692 9.550 2.396 -0.21 -0.16 -0.09
S -0.110 8.117 2.092 -0.12 0.35 -0.13
O 1.300 8.113 2.202 0.19 -0.21 0.04
O -0.884 7.156 2.809 0.04 -0.02 0.01
O -0.498 8.046 0.547 0.07 0.11 -0.01
H -2.389 8.861 0.345 0.01 0.00 0.01
H -1.195 9.426 -0.845 0.18 -0.12 -0.02
H -1.713 11.002 1.287 0.05 -0.21 0.41
H -0.016 10.740 0.844 -0.02 0.00 -0.01
C -3.198 12.169 -3.293 -0.34 -0.04 0.05
C -3.156 13.679 -3.187 0.25 0.06 -0.30
O -2.867 13.919 -1.798 -0.18 -0.18 0.07
S -1.923 12.774 -1.236 -0.24 0.18 -0.25
O -0.574 13.198 -1.250 0.26 -0.09 0.10
O -2.503 12.254 -0.046 -0.18 0.26 -0.19
O -2.138 11.727 -2.423 0.07 0.12 -0.09
H -4.141 11.765 -2.922 0.00 0.02 0.00
H -3.018 11.811 -4.302 0.20 -0.07 0.04
H -4.098 14.147 -3.452 -0.05 0.06 0.22
H -2.352 14.106 -3.787 0.00 -0.02 -0.01
C 2.362 -6.263 -3.154 -0.45 0.06 -0.02
C 2.687 -4.788 -3.266 0.30 -0.01 -0.22
O 2.825 -4.362 -1.897 -0.12 -0.13 -0.16
S 3.437 -5.551 -1.024 -0.29 0.43 -0.61
O 4.836 -5.369 -0.885 0.19 -0.11 0.27
O 2.588 -5.671 0.105 0.09 -0.16 0.50
O 3.184 -6.723 -2.064 0.15 0.09 0.06
H 1.317 -6.428 -2.892 -0.01 0.02 0.01
H 2.605 -6.818 -4.054 0.18 -0.11 0.10
H 1.901 -4.218 -3.752 -0.07 0.09 0.19
H 3.635 -4.618 -3.778 -0.01 -0.02 -0.02
C 1.438 -4.799 3.103 0.16 -0.17 -0.59
C 2.246 -3.527 3.215 0.29 -0.19 0.41
O 1.277 -2.480 3.023 -0.18 0.06 -0.13
S -0.137 -2.940 3.626 1.52 -1.24 -1.15
O -0.289 -2.388 4.923 2.52 -0.73 0.34
O -1.119 -2.724 2.626 1.19 0.08 0.38
O 0.189 -4.492 3.759 -0.10 0.58 0.30
H 1.229 -5.049 2.064 0.01 -0.05 -0.01
H 1.918 -5.642 3.590 -0.20 -0.02 0.17
H 3.023 -3.458 2.459 -0.12 0.13 -0.13
H 2.687 -3.414 4.207 -0.01 0.01 -0.01

---

106
Properties=species:S:1:pos:R:3:forces:R:3 method="wB97M-V/def2-TZVPD" total_energy_ha=-4034.85187 homo_lumo_gap_ev=4.46 homo_ev=-9.9 total_charge=+1 lumo_energy_ev=-5.455 fmax_ev_per_a=5.55
Na 5.852 3.784 -0.245 -0.25 -0.22 0.26
Na 1.834 4.551 -6.002 -0.33 -0.11 0.11
C -0.996 0.702 0.100 1.74 -0.66 0.98
F -0.931 1.854 0.817 0.15 -0.92 0.01
F -1.220 -0.382 0.941 0.89 1.55 -0.70
F -2.043 0.778 -0.639 -1.67 0.17 -1.49
S 0.608 0.531 -1.001 2.12 0.87 0.39
O 0.454 1.448 -2.137 -0.92 -0.30 0.41
O 1.710 1.030 -0.138 -1.33 -0.72 -0.27
O 0.697 -0.867 -1.367 -0.54 0.39 0.38
C 2.941 -5.734 2.083 -1.34 0.73 -0.07
O 3.788 -6.042 3.232 1.24 -0.10 -2.35
C 4.986 -6.526 2.813 2.62 -3.57 -1.87
O 5.286 -7.186 1.750 -1.73 3.31 4.10
O 5.890 -6.377 3.828 -1.28 0.30 -0.12
C 7.218 -6.941 3.802 -0.09 0.80 -0.10
H 2.792 -4.660 1.971 0.64 0.25 0.40
H 1.916 -6.052 2.273 0.28 -0.63 0.25
H 3.258 -6.084 1.101 0.44 -0.51 0.56
H 7.745 -6.569 4.680 -0.54 0.11 0.30
H 7.771 -6.475 2.987 -0.10 -0.78 -0.45
H 7.226 -8.028 3.888 -0.16 0.10 -0.66
C -7.622 7.307 0.127 2.06 -0.02 1.46
O -8.227 7.100 -1.097 -2.25 0.44 -0.41
C -9.392 7.781 -1.273 0.53 1.40 -1.04
O -9.924 8.565 -0.515 0.45 -1.49 -0.50
O -9.690 7.591 -2.575 -0.76 -0.05 0.81
C -10.980 7.950 -3.101 -0.40 -0.95 -0.56
H -6.997 8.200 0.119 -0.05 0.26 -0.22
H -6.931 6.469 0.216 -0.08 -0.03 0.34
H -8.227 7.396 1.029 -0.58 -0.30 -0.44
H -11.700 8.512 -2.508 0.97 0.71 0.35
H -11.550 7.036 -3.268 0.31 -0.41 -0.09
H -10.771 8.348 -4.094 -0.20 0.43 0.30
C -5.273 -2.943 -10.501 -2.42 -0.60 -1.10
O -3.979 -3.208 -10.156 3.15 0.13 2.15
C -3.605 -2.852 -8.913 -0.05 1.63 3.69
O -4.327 -2.421 -7.973 1.98 -1.57 -3.69
O -2.220 -2.967 -8.763 -1.92 -0.43 -1.32
C -1.570 -2.559 -7.571 0.37 0.01 0.86
H -5.555 -1.898 -10.375 -0.01 -0.13 0.06
H -5.964 -3.631 -10.015 -0.11 0.37 0.62
H -5.358 -3.275 -11.536 0.12 0.55 -0.21
H -0.964 -1.669 -7.742 -0.54 0.40 -0.20
H -0.806 -3.274 -7.263 -0.27 -0.61 -0.46
H -2.216 -2.453 -6.699 -0.31 0.25 -0.40
C -4.380 4.678 -5.378 0.82 -1.96 -0.72
O -4.566 6.065 -5.477 -0.26 -0.36 0.10
C -3.564 6.876 -5.273 0.43 3.00 1.46
O -2.375 6.697 -5.083 -1.01 -0.80 -0.69
O -4.141 8.134 -5.167 0.80 -0.92 0.16
C -3.225 9.253 -5.082 -0.52 -0.21 -0.22
H -4.982 4.189 -6.145 -0.24 0.30 0.12
H -4.589 4.190 -4.426 -0.46 0.82 0.32
H -3.360 4.355 -5.588 0.25 0.49 -0.13
H -2.972 9.448 -6.125 0.65 0.34 0.30
H -2.395 9.102 -4.393 0.16 -0.49 -0.46
H -3.746 10.115 -4.665 -0.50 -0.27 -0.26
C 11.108 -6.778 -2.340 -0.72 -1.36 -0.58
O 10.436 -5.566 -2.299 -2.58 2.30 0.34
C 9.061 -5.503 -2.524 0.60 -4.34 -2.13
O 8.352 -6.497 -2.841 2.21 3.38 1.58
O 8.734 -4.238 -2.573 -1.93 1.07 0.15
C 7.297 -3.954 -2.778 -0.35 -0.24 0.00
H 12.174 -6.551 -2.310 -0.21 -0.17 0.17
H 10.822 -7.279 -3.265 0.40 -0.18 -0.18
H 10.744 -7.436 -1.551 0.46 0.01 0.28
H 6.637 -4.601 -2.201 0.52 -0.12 0.35
H 6.921 -4.072 -3.794 0.87 -0.30 -0.32
H 7.064 -2.918 -2.530 0.73 -0.06 0.34
C 1.301 -0.546 8.505 1.11 1.21 1.09
O 2.478 0.369 8.658 1.48 0.53 0.62
C 2.988 1.007 9.807 -3.91 -0.35 0.84
O 2.289 1.241 10.804 1.82 -0.78 -2.09
O 4.240 1.422 9.637 -0.19 -0.36 -0.47
C 4.820 2.111 10.772 -0.19 -0.20 0.11
H 0.363 0.007 8.546 0.18 0.12 0.12
H 1.335 -1.291 9.300 -0.04 -0.01 -0.18
H 1.431 -0.975 7.512 0.14 0.04 0.27
H 4.873 1.419 11.612 -0.13 0.14 0.03
H 4.230 2.989 11.034 -0.05 -0.16 -0.01
H 5.834 2.413 10.510 -0.22 -0.16 -0.34
C 1.461 5.552 6.138 -0.91 -0.94 0.28
O 2.757 5.794 6.599 2.29 0.88 -1.11
C 3.839 5.617 5.760 -2.21 -0.92 0.32
O 3.802 5.200 4.614 0.44 0.98 1.30
O 4.868 5.883 6.536 0.10 0.19 1.05
C 6.123 6.101 5.969 0.61 -0.21 -1.52
H 1.219 4.631 6.669 -0.66 -0.27 -0.62
H 1.366 5.480 5.054 0.20 -0.18 0.12
H 0.768 6.304 6.516 0.35 0.28 -0.03
H 6.011 6.943 5.286 0.45 0.09 -0.05
H 6.428 5.223 5.400 0.04 -0.03 -0.15
H 6.914 6.288 6.696 -0.64 0.11 0.36
C -5.381 -9.741 1.456 -0.03 -1.37 0.71
O -5.355 -8.896 0.343 -0.29 -1.76 -0.01
C -4.920 -7.703 0.528 0.79 3.00 3.89
O -4.519 -7.175 1.600 -0.84 -1.79 -3.02
O -5.114 -7.095 -0.598 -0.55 0.13 -2.23
C -4.722 -5.764 -0.706 2.15 0.49 0.33
H -5.678 -10.705 1.042 -0.03 0.01 0.22
H -6.100 -9.436 2.217 -0.03 0.24 -0.16
H -4.409 -9.855 1.936 0.06 0.21 -0.14
H -3.684 -5.769 -0.373 -0.09 0.70 1.20
H -5.403 -5.134 -0.135 0.38 0.30 -0.34
H -4.446 -5.482 -1.722 -1.52 -0.15 -0.44